1.
Here is a molecular structure, C19H14Co2O7S2 in a non-equilibrium geometry from OMol25. Energies are from ωB97M-V/def2-TZVPD.

Results
- Relative energy (zero: lowest compared OMol25 entry of this formula, charge and spin): 0.00 kcal per mole
- Lowest unoccupied orbital energy: 4.702 eV

```
! wB97M-V def2-TZVPD RIJCOSX def2/J DEFGRID3
* xyz -2 1
C -3.13 -5.69 -0.65
C -2.02 -4.70 -0.97
C -2.32 -3.86 -2.19
O -0.79 -5.45 -1.16
C 0.38 -4.85 -0.79
S 1.82 -5.64 -1.04
S 0.35 -3.34 -0.06
H -4.06 -5.12 -0.48
H -3.31 -6.39 -1.47
H -2.92 -6.24 0.27
H -1.90 -4.04 -0.08
H -3.27 -3.33 -2.03
H -1.54 -3.11 -2.36
H -2.43 -4.49 -3.08
O -0.85 0.66 2.63
C -0.01 0.49 1.84
Co 1.24 0.51 0.62
C 2.31 -0.68 1.29
O 3.07 -1.40 1.79
C 0.29 -0.19 -0.95
O -0.37 -0.46 -1.88
C 1.29 2.36 0.24
C -0.01 3.09 0.33
C -1.09 2.36 -0.18
C -2.42 2.63 -0.01
C -2.76 3.73 0.78
C -1.72 4.46 1.40
C -0.34 4.17 1.22
C 2.25 2.31 1.33
C 2.41 2.83 2.55
Co 3.11 2.24 -0.36
C 2.71 1.68 -2.00
O 2.27 1.32 -3.02
C 3.90 3.84 -0.60
O 4.29 4.93 -0.69
C 4.58 1.15 0.06
O 5.45 0.45 0.39
H -0.90 1.52 -0.81
H -3.16 1.98 -0.50
H -3.82 3.97 0.91
H -2.00 5.31 2.04
H 0.43 4.74 1.74
H 3.44 2.92 2.93
H 1.55 3.34 3.00
*
```

Atomic partial charges in e from the Löwdin method, atoms 1 to 8: -0.069 -0.510 -0.065 -0.213 -1.427 0.384 0.541 0.071



2.
Here is a molecular structure, C19H14CoN7O4S3 in a non-equilibrium geometry from OMol25. Energies are from ωB97M-V/def2-TZVPD.

Results
- ⟨S²⟩: 6.0445
- Relative energy (zero: lowest compared OMol25 entry of this formula, charge and spin): 4.10 kcal per mole
- Lowest unoccupied orbital energy (alpha / beta): -1.060 / -2.938 eV

```
! wB97M-V def2-TZVPD RIJCOSX def2/J DEFGRID3
* xyz 0 5
Co 0.42 1.00 0.41
C -1.20 -3.14 3.82
S -2.13 -2.84 2.31
C -1.20 -1.58 1.54
S 0.24 -0.96 2.16
N -1.74 -1.25 0.37
N -1.18 -0.18 -0.23
C -1.73 0.22 -1.31
C -1.23 1.44 -1.93
C -1.72 1.90 -3.14
C -1.19 3.08 -3.67
C -0.21 3.75 -2.96
C 0.22 3.22 -1.75
N -0.28 2.10 -1.25
H -1.78 -3.88 4.38
H -1.12 -2.23 4.42
H -0.21 -3.53 3.61
H -2.57 -0.32 -1.73
H -2.49 1.35 -3.66
H -1.55 3.46 -4.61
H 0.22 4.67 -3.33
H 0.98 3.71 -1.16
N 1.43 2.02 3.76
C 0.32 1.90 3.03
O 0.32 2.31 1.83
C -0.84 1.25 3.57
C -0.86 0.73 4.88
N -0.87 0.31 5.96
C -2.01 1.24 2.79
N -2.93 1.16 2.09
H 2.28 2.25 3.25
H 1.50 1.58 4.66
O 2.02 0.49 -2.37
C 2.73 0.45 -1.38
N 2.29 0.54 -0.09
S 3.47 0.43 1.03
O 3.54 1.65 1.80
O 3.35 -0.79 1.79
C 4.78 0.33 -0.15
C 6.14 0.23 0.07
C 6.96 0.14 -1.05
C 6.42 0.14 -2.33
C 5.04 0.23 -2.53
C 4.23 0.32 -1.41
H 6.55 0.23 1.07
H 8.03 0.07 -0.92
H 7.08 0.06 -3.19
H 4.61 0.22 -3.52
*
```

Atomic partial charges in e from the Löwdin method, atoms 1 to 8: 0.635 -0.421 0.882 -1.042 0.871 -0.057 -0.084 -0.022